{"formula": "C41H90NO33P6Zr", "method": "wB97M-V/def2-TZVPD", "homo_lumo_gap_ev": 9.18, "spin_multiplicity": 1, "homo_ev": -11.07, "total_charge": 1, "energy_ev": -170062.79258, "de_lowest_ev": 0.000, "elements": ["Zr", "P", "O", "O", "O", "O", "C", "C", "N", "H", "H", "H", "C", "C", "O", "P", "O", "O", "C", "C", "O", "C", "C", "H", "H", "H", "H", "H", "H", "H", "H", "H", "H", "H", "H", "H", "H", "H", "C", "C", "O", "P", "O", "O", "C", "C", "O", "C", "C", "H", "H", "H", "H", "H", "H", "H", "H", "H", "H", "H", "H", "H", "H", "H", "C", "C", "O", "P", "O", "O", "C", "C", "O", "C", "C", "H", "H", "H", "H", "H", "H", "H", "H", "H", "H", "H", "H", "H", "H", "H", "C", "C", "O", "P", "O", "O", "C", "C", "O", "C", "C", "H", "H", "H", "H", "H", "H", "H", "H", "H", "H", "H", "H", "H", "H", "H", "C", "C", "O", "P", "O", "O", "C", "C", "O", "C", "C", "H", "H", "H", "H", "H", "H", "H", "H", "H", "H", "H", "H", "H", "H", "H", "C", "C", "O", "C", "O", "O", "H", "H", "H", "H", "C", "C", "O", "C", "O", "O", "H", "H", "H", "H", "C", "C", "O", "C", "O", "O", "H", "H", "H", "H"], "xyz": [[-0.2458, 0.3466, -0.4957], [0.8837, -0.6423, 1.5620], [1.3464, 0.6178, 0.7322], [-0.5537, -0.1143, 1.5394], [1.6519, -1.1959, 2.7443], [0.6652, -1.3395, 0.2016], [3.5085, 1.4591, 3.3201], [4.8129, 1.5274, 2.7044], [5.8766, 1.5088, 2.2726], [2.7385, 1.3869, 2.5546], [3.3027, 2.1089, 4.1656], [3.5125, 0.4373, 3.7200], [-3.8343, -4.0455, -4.1234], [-2.5198, -4.1701, -3.3250], [-2.0615, -2.9853, -2.6649], [-0.6657, -2.3056, -3.0999], [-0.2133, -1.3014, -2.1322], [0.2881, -3.5384, -3.3968], [1.2171, -4.0091, -2.3696], [1.0048, -5.4987, -2.3514], [-1.1409, -1.8055, -4.5532], [-0.1720, -1.6280, -5.5836], [-0.4394, -2.5637, -6.7532], [-4.6294, -3.4902, -3.6289], [-3.5051, -3.3765, -4.9252], [-4.1548, -5.0213, -4.4720], [-2.6899, -4.9371, -2.5651], [-1.7277, -4.5549, -3.9647], [2.2270, -3.6844, -2.6018], [0.9114, -3.5714, -1.4196], [1.2747, -5.8535, -3.3465], [1.7282, -5.9923, -1.6959], [0.0957, -5.8808, -1.8887], [-0.2665, -0.5956, -5.9315], [0.8638, -1.7009, -5.2525], [-0.5723, -3.6328, -6.5773], [-1.3698, -2.3044, -7.2664], [0.3411, -2.4756, -7.5114], [4.4550, 4.2790, 0.6787], [3.4941, 3.4794, -0.1641], [2.5088, 4.4219, -0.6178], [0.9359, 4.1092, -0.4471], [0.5471, 2.7035, -0.5485], [0.5321, 4.7873, 0.9148], [1.1526, 4.5316, 2.1771], [-0.0043, 4.5775, 3.1880], [0.3689, 5.0414, -1.6099], [0.1937, 6.4670, -1.5286], [-0.3939, 6.9967, -2.8110], [5.4364, 3.8544, 0.8951], [4.7524, 5.2318, 0.2323], [3.9296, 4.5316, 1.6011], [4.0587, 2.9465, -0.9328], [2.9766, 2.7597, 0.4777], [1.6046, 3.5405, 2.2562], [1.8757, 5.3145, 2.4031], [-0.6949, 3.7483, 3.0390], [0.4208, 4.4399, 4.1855], [-0.6135, 5.4735, 3.1018], [-0.3628, 6.6375, -0.6031], [1.2028, 6.8563, -1.3508], [-0.0746, 6.3885, -3.6579], [-1.4791, 6.8821, -2.8320], [-0.0933, 8.0359, -2.9179], [-4.1283, 6.1855, 0.1413], [-3.7130, 5.0008, 1.0340], [-3.1171, 4.0086, 0.1970], [-3.0557, 2.4808, 0.6482], [-1.7997, 1.8507, 0.2116], [-3.1677, 2.6144, 2.2189], [-3.3879, 1.4675, 3.0438], [-3.4882, 1.8139, 4.5081], [-4.3685, 1.7897, 0.0612], [-5.5122, 2.5135, -0.4131], [-5.5288, 2.6342, -1.8991], [-4.3405, 6.9522, 0.8930], [-3.4001, 6.6924, -0.4920], [-4.9726, 5.9084, -0.4885], [-3.0951, 5.4616, 1.8107], [-4.5375, 4.7221, 1.6938], [-4.1175, 0.7514, 2.6559], [-2.5251, 0.7839, 3.0040], [-3.1662, 0.9309, 5.0635], [-2.8413, 2.5706, 4.9529], [-4.5145, 2.1113, 4.7340], [-6.3751, 1.9351, -0.0677], [-5.7599, 3.4491, 0.0972], [-5.1648, 3.5946, -2.2715], [-4.8469, 1.9125, -2.3532], [-6.5205, 2.4788, -2.3217], [4.4072, -2.0200, -4.6324], [3.5583, -0.7815, -4.8574], [2.5728, -0.6029, -3.8467], [2.4403, 0.7620, -3.0220], [1.3584, 0.7290, -2.0179], [3.8590, 0.8251, -2.3440], [4.1624, -0.1206, -1.2514], [5.6462, -0.0844, -1.0027], [2.3561, 1.8774, -4.1821], [2.6615, 3.2224, -3.7811], [3.4534, 3.8670, -4.9409], [3.8268, -2.9416, -4.7249], [5.2034, -2.0483, -5.3761], [4.8745, -2.1338, -3.6514], [4.2316, 0.0625, -5.0132], [3.0646, -0.9506, -5.8172], [3.6024, 0.3230, -0.4278], [3.8428, -1.1599, -1.3526], [6.2901, -0.6997, -1.6307], [5.9804, 0.9355, -1.2143], [5.8883, -0.2802, 0.0413], [1.7352, 3.7709, -3.6232], [3.4161, 3.2063, -2.9949], [3.8248, 4.8558, -4.6759], [4.3722, 3.2767, -5.0638], [3.1188, 3.7805, -5.9755], [-6.5654, -1.2257, -0.9143], [-5.1431, -1.2643, -1.5127], [-4.3791, -2.2414, -0.8408], [-3.1399, -1.8546, 0.0865], [-2.1668, -0.9198, -0.5216], [-3.8424, -1.1656, 1.3268], [-4.5245, -2.0097, 2.3117], [-3.6167, -2.3431, 3.4887], [-2.6110, -3.2888, 0.4944], [-1.2627, -3.4372, 0.9011], [-1.0714, -4.9471, 1.1274], [-6.9685, -0.2108, -0.9814], [-7.3014, -1.8610, -1.4080], [-6.6451, -1.4698, 0.1459], [-5.2405, -1.4999, -2.5719], [-4.7108, -0.2721, -1.3641], [-5.3926, -1.4085, 2.5822], [-4.9777, -2.8739, 1.8239], [-4.2514, -2.8564, 4.2148], [-2.7961, -3.0090, 3.2316], [-3.2517, -1.4499, 3.9938], [-0.5929, -3.2918, 0.0512], [-0.9422, -2.8687, 1.7724], [-1.5404, -5.1447, 2.0963], [-1.6233, -5.5078, 0.3734], [-0.0526, -5.3256, 1.1339], [3.8486, -2.6337, 1.3618], [2.7468, -3.6376, 0.9392], [3.3914, -4.4089, -0.0699], [4.7185, -4.1141, -0.0958], [5.4420, -4.5064, -0.9631], [4.9960, -3.2144, 0.8273], [3.8472, -2.5947, 2.4516], [3.6623, -1.5966, 1.0744], [1.9104, -3.0847, 0.5231], [2.4260, -4.1907, 1.8213], [2.3365, -3.9553, 4.8591], [1.0076, -4.0623, 4.1015], [1.2181, -5.2112, 3.2790], [2.2992, -5.8935, 3.6252], [2.6258, -6.9647, 3.2535], [3.0056, -5.1501, 4.5700], [2.2293, -3.7992, 5.9319], [2.8777, -3.0934, 4.4505], [0.7294, -3.1219, 3.6335], [0.2871, -4.4323, 4.8352], [0.0527, 0.1662, 5.2532], [1.0304, -0.5925, 6.1168], [0.2644, -0.6154, 7.3138], [-0.4091, 0.5315, 7.4510], [-0.8381, 0.9357, 8.4878], [-0.5134, 1.0668, 6.2231], [-0.7143, -0.5394, 4.9280], [0.4688, 0.7679, 4.4515], [1.9766, -0.1762, 6.4777], [1.1657, -1.6300, 5.8140]], "forces_ev_per_angstrom": [[0.389, 0.098, 0.328], [0.949, 0.993, -0.174], [3.481, 2.766, 1.321], [-3.447, 0.225, 3.475], [-1.458, 0.685, -1.711], [1.049, -4.815, -1.595], [-0.186, -1.668, 0.120], [0.495, 0.568, 0.178], [-0.068, 0.019, -0.207], [-0.214, 0.544, -0.006], [0.186, 0.440, -0.342], [-0.275, 0.046, 0.210], [1.638, 1.723, -0.113], [-0.881, -1.477, 0.309], [0.714, 0.871, 0.350], [-2.346, -1.719, -1.415], [-0.025, 0.372, -0.544], [0.155, 1.719, -0.028], [-1.106, -0.431, 0.780], [1.707, -0.665, 0.539], [0.955, -0.346, 1.354], [0.415, 0.225, -1.299], [-0.555, -0.051, -0.735], [0.011, -0.404, 0.442], [-0.636, -0.349, -0.589], [-0.018, 0.043, -0.102], [0.298, 0.224, 0.324], [-0.096, 0.029, -0.160], [-0.005, -0.110, -0.208], [0.232, 0.219, 0.035], [-0.715, -0.413, -0.017], [0.456, 0.384, -0.025], [-0.568, 0.485, -0.779], [-0.133, -0.055, -0.005], [-0.156, -0.340, 0.459], [0.405, 0.080, 0.739], [0.012, 0.314, 0.121], [0.118, 0.128, 0.141], [0.506, 0.884, 0.499], [0.723, -0.032, 1.235], [-0.968, -0.693, -0.567], [1.122, 1.435, -0.815], [-0.300, -0.213, -0.529], [-0.086, 0.204, -0.971], [-1.368, 0.027, 1.212], [0.490, -0.570, 0.064], [-0.504, -1.539, 0.648], [1.061, -0.128, 0.904], [-0.494, -0.539, 0.181], [-0.423, -0.714, 0.133], [-0.499, 0.004, -0.389], [0.378, 0.039, 0.203], [-0.668, 0.220, -0.480], [0.230, -0.362, -0.299], [0.135, 0.053, -0.463], [0.085, -0.049, -0.267], [0.107, -0.212, -0.229], [-0.205, 0.352, 0.086], [0.338, 0.303, 0.148], [-0.302, 0.397, -0.362], [-0.149, 0.275, -0.176], [0.488, 0.239, 0.020], [-0.032, 0.330, 0.191], [-0.190, 0.015, -0.250], [-0.285, -0.151, 0.884], [-0.053, 2.548, -0.287], [0.070, -1.090, 0.836], [-0.514, 1.216, 0.330], [-0.251, -0.730, -0.837], [-0.562, -0.143, -0.796], [2.045, -1.737, 0.780], [-0.983, 0.111, 0.342], [1.262, 0.431, 0.576], [-1.803, -0.276, 0.740], [0.561, 0.330, -1.131], [-0.803, 0.123, -0.352], [0.552, -0.741, 0.047], [-0.216, 0.320, 0.147], [1.190, -0.724, -0.389], [-0.393, -0.851, -0.803], [-0.823, 0.932, 0.075], [0.467, 0.628, -0.595], [-0.604, -0.169, 0.092], [0.257, 0.278, -0.849], [0.064, -0.193, 0.433], [0.252, -0.481, -0.226], [1.025, 0.220, 0.024], [-0.067, 0.098, 0.237], [-0.191, -0.246, 0.100], [-0.030, -0.019, 0.116], [-0.093, -0.668, 0.522], [1.022, -0.764, -0.960], [-1.191, 0.758, 0.484], [0.968, -1.249, -1.186], [-0.286, 0.156, -0.740], [-0.042, 0.074, -0.602], [0.215, 0.536, 0.980], [0.638, 0.978, -0.143], [0.085, -1.607, 1.781], [1.019, 1.233, -1.983], [1.261, -1.055, -0.057], [-0.149, 0.109, -0.266], [-0.050, 0.015, -0.054], [0.036, 0.578, 0.053], [-0.321, 0.353, 0.473], [-0.347, 0.306, 0.106], [0.106, -0.303, 0.307], [-0.536, 0.235, -0.871], [-0.463, -0.378, -0.101], [0.033, 0.063, 0.280], [-0.128, -0.125, -0.010], [0.083, -0.163, 0.640], [-0.756, 0.143, 0.581], [-0.449, 0.180, -0.129], [0.114, -0.007, 0.470], [-1.067, 0.486, 0.330], [-0.491, 0.407, -0.010], [-1.614, 0.812, 0.727], [1.538, -0.938, 0.309], [-1.095, -0.147, -0.396], [-0.150, 0.371, -0.001], [0.568, -0.612, 0.205], [-0.108, 0.524, -0.166], [-0.901, -0.082, 0.000], [-1.126, 1.481, -0.069], [2.208, -2.633, -1.149], [-1.108, 0.203, 0.979], [0.072, 0.004, -0.193], [0.300, -0.172, -0.197], [0.542, -0.081, 0.024], [0.505, -0.060, 0.027], [0.227, -0.149, -0.267], [0.172, 0.125, 0.441], [0.463, -0.247, -0.057], [0.120, -0.129, 0.062], [0.021, 0.089, -0.132], [0.125, 0.087, -0.219], [-0.339, 1.142, 0.162], [-0.431, 0.355, -0.171], [0.169, -0.607, -0.040], [-0.057, 0.118, -0.094], [0.127, 0.455, 0.106], [-1.749, -0.317, 1.150], [0.237, 1.292, 0.336], [-0.269, -0.372, 0.276], [-0.774, -0.108, -1.879], [0.055, -0.090, 0.821], [1.774, 0.745, 0.489], [0.629, -0.113, -0.040], [0.334, -0.154, -0.645], [-0.144, -0.293, -0.184], [0.137, -0.438, -0.626], [0.046, 1.344, -0.665], [0.091, -1.196, 2.147], [-1.027, 0.466, -1.315], [1.152, 0.635, 1.757], [-0.032, -0.031, -0.369], [0.008, -1.103, -0.528], [-0.063, -0.281, -0.002], [0.308, -0.186, 0.119], [-0.025, -0.393, -0.616], [-0.543, 0.591, -0.196], [0.616, 0.517, 0.271], [-0.086, -0.730, 0.662], [0.100, -1.186, 1.410], [-0.109, -0.477, 0.449], [-0.033, 0.231, -0.841], [-0.601, 1.101, -0.423], [-0.027, 0.202, -0.311], [-0.114, -0.196, -0.142], [0.131, 0.383, -1.117], [0.120, 0.188, -0.165]], "lowdin_charge": [1.95, 0.14, -0.47, -0.43, -0.28, -0.47, -0.07, -0.28, 0.16, 0.04, 0.09, 0.08, -0.04, -0.25, -0.19, 0.50, -0.31, -0.18, -0.21, -0.05, -0.15, -0.26, -0.06, 0.06, 0.07, 0.08, 0.12, 0.11, 0.12, 0.08, 0.09, 0.08, 0.08, 0.13, 0.09, 0.08, 0.08, 0.08, -0.07, -0.25, -0.17, 0.45, -0.28, -0.17, -0.23, -0.04, -0.18, -0.25, -0.05, 0.07, 0.09, 0.06, 0.10, 0.09, 0.11, 0.12, 0.07, 0.08, 0.08, 0.11, 0.12, 0.08, 0.07, 0.09, -0.05, -0.28, -0.14, 0.48, -0.31, -0.15, -0.26, -0.05, -0.16, -0.26, -0.06, 0.09, 0.07, 0.07, 0.11, 0.12, 0.10, 0.10, 0.07, 0.09, 0.08, 0.12, 0.12, 0.08, 0.08, 0.09, -0.05, -0.26, -0.18, 0.49, -0.32, -0.18, -0.22, -0.05, -0.15, -0.23, -0.06, 0.08, 0.09, 0.07, 0.12, 0.12, 0.09, 0.12, 0.08, 0.08, 0.07, 0.12, 0.10, 0.08, 0.08, 0.08, -0.04, -0.24, -0.16, 0.48, -0.31, -0.19, -0.22, -0.03, -0.14, -0.26, -0.04, 0.06, 0.08, 0.07, 0.12, 0.09, 0.12, 0.12, 0.09, 0.07, 0.07, 0.08, 0.10, 0.08, 0.08, 0.07, -0.12, -0.09, 0.05, -0.57, 0.16, 0.09, 0.11, 0.10, 0.09, 0.11, -0.16, -0.11, 0.01, -0.56, 0.20, 0.06, 0.13, 0.11, 0.09, 0.14, -0.10, -0.10, 0.05, -0.59, 0.17, 0.04, 0.13, 0.12, 0.15, 0.11]}